Record 1
{"formula": "C33H73N3O5", "method": "ωB97M-V/def2-TZVPD", "spin_multiplicity": 2, "s_squared": 0.75, "de_lowest_kcal_mol": 31.70, "gap_ev": [7.216, 3.214], "energy_ha": -1841.085598, "charge": 1, "elements": ["O", "O", "O", "O", "O", "N", "N", "N", "C", "C", "C", "C", "C", "C", "C", "C", "C", "C", "C", "C", "C", "C", "C", "C", "C", "C", "C", "C", "C", "C", "C", "C", "C", "C", "C", "C", "C", "C", "C", "C", "C", "H", "H", "H", "H", "H", "H", "H", "H", "H", "H", "H", "H", "H", "H", "H", "H", "H", "H", "H", "H", "H", "H", "H", "H", "H", "H", "H", "H", "H", "H", "H", "H", "H", "H", "H", "H", "H", "H", "H", "H", "H", "H", "H", "H", "H", "H", "H", "H", "H", "H", "H", "H", "H", "H", "H", "H", "H", "H", "H", "H", "H", "H", "H", "H", "H", "H", "H", "H", "H", "H", "H", "H", "H"], "positions_angstrom": [[-3.918, -2.378, -1.982], [8.049, -4.097, 3.170], [0.761, 0.086, -3.709], [1.156, 2.042, 4.512], [2.911, -2.856, 1.623], [-3.987, -2.320, -0.637], [0.323, 2.730, 3.706], [0.948, 1.284, -4.341], [-3.985, 0.153, -0.804], [-3.778, -3.377, 1.582], [-1.937, 3.539, 2.075], [-0.674, 3.583, 4.342], [-6.165, -0.927, -0.454], [-1.485, 4.324, 3.296], [2.312, -2.462, 0.402], [-5.055, -4.520, -0.289], [1.584, 2.279, -3.545], [0.034, 4.596, 5.284], [1.437, 3.676, -4.183], [0.921, 2.697, -6.342], [-3.923, -3.566, 0.042], [2.358, 0.447, -6.155], [-0.160, 0.543, -6.451], [-4.666, -2.270, 2.120], [1.512, 1.987, 1.750], [1.827, 3.734, -5.625], [-4.676, -1.077, -0.115], [5.996, -5.308, 3.018], [6.408, -2.716, 2.434], [3.147, 1.989, -3.340], [-1.583, 2.836, 5.183], [6.663, -3.922, 3.282], [0.813, -2.646, 0.578], [-0.743, 2.949, 1.440], [-0.558, 0.693, 2.547], [1.105, 1.200, -5.824], [-4.496, -0.910, 1.429], [-2.641, -4.346, -0.474], [0.110, 2.068, 2.439], [2.814, -1.081, 0.130], [0.861, 2.232, -2.160], [6.416, -6.010, 3.739], [5.360, -2.659, 2.137], [-2.553, 4.230, 1.501], [0.512, 4.083, 6.118], [1.190, 2.744, -7.398], [-0.189, -0.034, -3.641], [-0.159, 0.624, -7.538], [-2.729, -3.209, 1.825], [2.031, 4.467, -3.726], [3.494, 2.615, -2.518], [0.415, 4.032, -4.052], [-4.143, 0.252, -1.878], [-2.919, 0.060, -0.598], [-1.104, 1.021, -6.187], [0.471, -2.061, 1.432], [6.222, -5.625, 2.000], [3.486, 0.971, -3.147], [-1.009, 2.316, 5.950], [-4.295, 1.094, -0.352], [1.284, 2.996, -1.508], [3.219, 1.014, -6.509], [2.421, -2.513, 2.374], [6.964, -2.649, 1.499], [2.687, -0.519, 1.055], [-0.242, -0.510, -6.180], [-6.336, -0.978, -1.529], [6.424, -3.599, 4.295], [2.378, -0.693, -0.790], [-0.015, 3.668, 1.064], [2.270, 1.603, 2.433], [6.551, -1.793, 2.997], [-5.665, -2.694, 2.018], [4.909, -5.313, 3.094], [2.103, -0.276, -6.930], [-2.132, 2.100, 4.596], [-3.950, -4.374, 1.987], [-0.728, 0.123, 1.633], [8.342, -4.318, 2.283], [0.958, 1.275, -1.647], [1.836, 4.762, -5.988], [-0.195, 2.397, -2.375], [0.400, -2.236, -0.344], [0.546, -3.702, 0.578], [1.477, 1.396, 0.835], [-2.668, -4.867, -1.431], [-0.109, 3.036, -6.232], [-3.572, -0.423, 1.739], [-6.752, -1.801, -0.171], [-2.300, 3.479, 5.694], [-0.734, 5.272, 5.662], [-1.250, 2.430, 0.626], [-4.982, -5.494, 0.196], [-6.666, -0.057, -0.029], [3.885, 2.343, -4.061], [2.550, -3.162, -0.400], [-2.146, -4.960, 0.278], [0.733, 5.247, 4.760], [-2.556, 2.701, 2.396], [-1.383, 0.854, 3.240], [1.982, 2.510, 4.368], [-6.027, -4.031, -0.225], [-5.285, -0.255, 1.799], [-1.085, 5.299, 3.016], [0.201, 0.063, 3.011], [-2.406, 4.630, 3.793], [3.893, -1.049, -0.023], [-4.853, -2.435, -2.190], [2.859, 3.403, -5.742], [1.829, 3.003, 1.512], [2.696, -0.273, -5.410], [-4.603, -2.214, 3.207], [-1.911, -3.544, -0.578], [-4.962, -4.675, -1.364]], "atomic_forces_ev_per_a": [[-0.671, -0.064, -1.541], [1.756, -0.524, 1.533], [0.555, 0.840, -0.431], [0.988, -0.868, 1.419], [1.134, -1.095, 0.072], [0.516, 2.784, 3.462], [-1.505, 1.988, -2.607], [0.771, -1.264, -0.911], [0.398, -0.439, 0.636], [0.845, 0.182, -1.005], [0.156, 0.902, 1.968], [1.652, 1.385, -0.207], [-0.605, -1.649, -0.505], [-1.232, 0.868, 0.186], [-0.594, -0.761, 1.095], [-0.739, 0.610, -1.159], [1.395, 0.889, 1.844], [-0.348, 0.157, -0.651], [-0.008, 0.818, 0.231], [1.820, 0.819, -0.160], [1.046, -2.461, 0.528], [0.817, -1.315, -0.726], [-0.079, -0.732, 0.551], [-0.462, -0.883, 0.427], [-0.488, 0.081, 0.479], [-0.113, -1.631, -0.376], [0.764, 1.158, -0.390], [-0.078, 1.174, -0.251], [-2.243, 0.806, -0.844], [0.632, 0.225, 0.241], [-1.426, -1.798, 1.545], [0.114, -0.646, -0.682], [0.324, 0.892, -1.288], [0.556, -0.158, -0.072], [1.403, -0.090, 1.006], [-2.792, 2.233, -0.679], [-0.483, -1.250, -0.207], [0.877, 1.648, 0.675], [-0.009, -0.045, -2.550], [0.327, 0.203, -0.346], [0.408, -0.026, -0.519], [-0.014, -0.008, -0.140], [-0.292, -0.058, -0.076], [0.136, -0.321, -0.534], [0.037, 0.099, -0.071], [-0.281, -0.471, -0.130], [-0.751, -0.377, -0.019], [0.560, -0.073, 0.046], [0.230, 0.417, -0.152], [0.214, -0.585, 0.955], [-0.630, -0.182, 0.567], [-0.257, -0.188, -0.076], [-0.106, -0.339, 0.032], [0.203, 0.019, -0.186], [0.163, 0.200, 0.465], [-0.334, -0.240, 0.059], [0.178, -0.150, -0.034], [-0.760, -0.179, 0.230], [-0.142, -0.254, 0.064], [-0.290, -0.061, 0.168], [-0.252, 0.112, -0.153], [-0.228, 0.308, 0.231], [-0.224, 0.095, -0.101], [0.293, -0.304, 0.117], [-0.536, 0.528, -0.406], [0.071, -0.108, -0.135], [0.191, 0.648, -0.312], [0.358, -0.394, 0.274], [-0.337, 0.579, 0.216], [-0.478, 0.462, -0.277], [-0.073, -0.414, -0.166], [0.473, -0.090, 0.044], [-0.521, 0.534, -0.409], [-0.036, 0.194, 0.184], [-0.043, 0.321, -0.477], [-0.220, -0.076, 0.197], [-0.487, 0.179, 0.347], [-0.676, 0.654, -0.285], [-0.481, 0.013, -0.133], [0.173, 0.080, -0.150], [-0.585, -0.184, -0.292], [-0.090, 0.267, 0.400], [-0.672, 0.153, 0.044], [0.023, 0.141, 0.511], [0.039, -0.064, 0.061], [-0.551, 0.024, 0.155], [-0.090, -0.392, -0.002], [0.361, -0.242, -0.384], [0.015, -0.115, 0.715], [-0.024, 0.002, -0.020], [-0.055, -0.078, 0.268], [1.200, -0.909, -0.470], [-0.182, 0.222, 0.135], [0.368, 0.106, -0.133], [-0.817, 0.051, -1.043], [0.763, -0.133, 0.170], [-0.611, -0.447, 0.159], [0.254, -0.244, -0.110], [-0.380, 0.038, 0.022], [-0.300, -0.814, -0.427], [0.448, -0.188, 0.502], [-0.298, -0.301, 0.716], [-0.083, 0.091, -0.159], [0.703, -0.180, -0.295], [-0.191, -0.206, 0.721], [-0.092, 0.053, 0.361], [0.110, -0.448, -0.063], [-0.293, -0.259, -1.212], [0.191, 0.001, 0.040], [0.002, 0.066, -0.113], [-0.056, 0.488, 0.588], [0.465, 0.303, 0.073], [0.266, 0.109, -0.328], [-0.047, -0.443, -0.156]], "mulliken_charge": [-0.47, -0.56, -0.26, -0.50, -0.51, 0.46, 0.57, 0.67, -1.75, -1.12, -0.68, 1.59, -1.85, -1.59, 0.21, -1.81, 1.74, -1.95, -1.22, -1.28, 1.45, -1.65, -2.01, -1.04, -1.46, -0.72, 1.23, -1.18, -0.78, -1.59, -1.77, 0.44, -0.77, -0.60, -1.39, 1.51, -0.42, -1.52, 1.27, -0.62, -2.33, 0.33, -0.01, 0.47, 0.40, 0.54, 0.37, 0.47, 0.32, 0.44, 0.50, 0.40, 0.35, 0.35, 0.45, 0.10, 0.31, 0.34, 0.35, 0.41, 0.50, 0.33, 0.31, 0.32, -0.02, 0.52, 0.45, 0.20, 0.00, 0.55, 0.57, 0.31, 0.37, 0.30, 0.51, 0.38, 0.52, 0.29, 0.34, 0.40, 0.46, 0.55, 0.17, 0.40, -0.25, 0.31, 0.41, -0.20, 0.40, 0.48, 0.44, -0.05, 0.40, 0.43, 0.34, 0.34, 0.40, 0.43, 0.17, 0.12, 0.39, 0.31, 0.46, 0.34, 0.41, 0.53, 0.40, 0.37, 0.25, 0.51, 0.33, 0.43, 0.27, 0.48]}



Record 2
{"formula": "C33H73N7O10", "method": "ωB97M-V/def2-TZVPD", "de_lowest_kcal_mol": 70.94, "gap_ev": 9.451, "energy_ha": -2436.779946, "elements": ["O", "O", "O", "O", "O", "O", "O", "O", "O", "O", "N", "N", "N", "N", "N", "N", "N", "C", "C", "C", "C", "C", "C", "C", "C", "C", "C", "C", "C", "C", "C", "C", "C", "C", "C", "C", "C", "C", "C", "C", "C", "C", "C", "C", "C", "C", "C", "C", "C", "C", "H", "H", "H", "H", "H", "H", "H", "H", "H", "H", "H", "H", "H", "H", "H", "H", "H", "H", "H", "H", "H", "H", "H", "H", "H", "H", "H", "H", "H", "H", "H", "H", "H", "H", "H", "H", "H", "H", "H", "H", "H", "H", "H", "H", "H", "H", "H", "H", "H", "H", "H", "H", "H", "H", "H", "H", "H", "H", "H", "H", "H", "H", "H", "H", "H", "H", "H", "H", "H", "H", "H", "H", "H"], "positions_angstrom": [[-17.136, 4.329, -14.656], [-21.131, 0.367, -10.447], [-18.050, 9.733, -12.929], [-21.222, 5.150, -5.658], [-19.993, 5.770, -12.226], [-17.030, -0.442, -11.822], [-14.580, 8.411, -11.200], [-16.449, 4.898, -7.689], [-14.386, -0.336, -8.554], [-16.028, 2.212, -10.279], [-16.217, 0.569, -7.612], [-22.046, 3.890, -7.376], [-15.770, 6.150, -14.330], [-19.070, 9.585, -10.879], [-15.144, 0.467, -12.788], [-19.942, -1.332, -9.455], [-20.235, 3.612, -13.118], [-15.804, 5.224, -6.504], [-15.860, -0.220, -11.773], [-13.714, 8.908, -9.153], [-17.643, 0.815, -7.837], [-18.810, 10.983, -10.575], [-18.717, -2.077, -9.317], [-16.886, 5.202, -5.477], [-16.021, 4.898, -14.692], [-15.589, -0.249, -8.434], [-19.657, 4.842, -12.970], [-18.633, 9.087, -12.078], [-23.218, 3.329, -7.982], [-15.483, 1.630, -6.791], [-16.363, 4.353, -11.260], [-20.073, -0.237, -10.294], [-21.284, 3.268, -12.228], [-20.754, 3.725, -8.116], [-13.711, 0.677, -12.663], [-15.811, 1.032, -13.924], [-19.526, 2.628, -13.891], [-14.038, 9.713, -11.379], [-17.068, 3.042, -10.891], [-14.800, 2.965, -10.155], [-13.546, 10.217, -10.002], [-19.895, 8.682, -10.003], [-20.999, -1.663, -8.585], [-13.766, 7.829, -10.196], [-22.157, 4.649, -6.239], [-14.815, 4.016, -11.260], [-18.084, 5.808, -6.247], [-14.424, 6.733, -14.508], [-16.795, 7.117, -13.983], [-17.643, 5.715, -7.719], [-13.695, 5.962, -14.654], [-17.985, 0.012, -8.455], [-14.653, 1.117, -6.326], [-14.250, 7.328, -13.606], [-17.989, 3.213, -10.285], [-14.072, 2.131, -10.183], [-16.041, 2.081, -13.794], [-20.619, 2.633, -8.325], [-16.630, 5.079, -10.463], [-18.236, 5.295, -8.512], [-20.648, -1.925, -7.609], [-14.618, 3.627, -12.283], [-17.939, 11.137, -9.947], [-17.068, 7.771, -14.855], [-16.203, 2.070, -6.160], [-20.664, 4.289, -9.055], [-14.127, 4.817, -11.020], [-17.663, 6.544, -13.640], [-15.245, 2.462, -7.451], [-18.381, -1.974, -8.295], [-13.234, 9.703, -12.148], [-24.066, 3.535, -7.370], [-16.722, 4.702, -12.251], [-17.326, 6.699, -8.078], [-19.058, 5.367, -6.066], [-15.002, 4.427, -6.308], [-18.076, -1.711, -10.119], [-18.896, 4.891, -13.722], [-21.611, -0.792, -8.450], [-19.025, 1.867, -13.288], [-15.103, 4.349, -15.069], [-19.961, 3.992, -7.453], [-16.655, 5.623, -4.496], [-18.199, 0.783, -6.904], [-12.819, 7.561, -10.696], [-14.186, 6.835, -9.966], [-12.531, 10.560, -9.964], [-14.641, 8.840, -8.515], [-22.114, 2.962, -12.849], [-21.067, 2.379, -11.633], [-18.297, 6.854, -5.957], [-23.415, 3.678, -8.941], [-21.427, -2.608, -8.940], [-14.413, 7.444, -15.361], [-17.030, 4.141, -5.220], [-19.396, 8.215, -9.160], [-12.894, 8.717, -8.468], [-15.210, 6.143, -6.588], [-17.873, 1.703, -8.365], [-19.713, 11.430, -10.096], [-18.643, 11.550, -11.503], [-20.112, 7.819, -10.631], [-14.271, 10.958, -9.677], [-14.739, 3.369, -9.147], [-20.219, 2.129, -14.611], [-18.695, 7.983, -12.244], [-14.833, 10.256, -11.822], [-15.219, 0.999, -14.854], [-13.220, 0.382, -13.593], [-18.885, -3.198, -9.427], [-13.313, 0.074, -11.834], [-13.535, 1.780, -12.451], [-21.473, 4.108, -11.575], [-16.766, 0.490, -14.041], [-15.178, -0.636, -11.001], [-19.222, -0.090, -10.875], [-18.690, 3.068, -14.440], [-16.381, 7.712, -13.197], [-23.123, 2.225, -8.061], [-16.218, -0.903, -9.092], [-17.339, 2.482, -11.805], [-20.763, 9.182, -9.598], [-23.212, 4.649, -5.945]], "atomic_forces_ev_per_a": [[2.028, 0.969, -0.167], [0.794, 0.047, 0.399], [-0.006, 0.531, -0.039], [-0.173, 0.394, 0.333], [0.209, -0.980, -0.285], [-1.903, -0.144, 0.165], [0.026, -0.051, -0.201], [-0.426, -0.026, -0.882], [1.064, -0.020, 0.110], [-0.979, 0.874, 0.260], [-1.232, 2.304, 1.491], [1.180, 0.674, -0.667], [1.057, 0.394, -0.713], [-0.415, -1.083, 0.130], [-0.210, -1.394, 1.752], [0.528, 1.533, -0.858], [1.417, 1.799, 0.905], [2.629, -1.355, 0.544], [3.137, 0.885, -1.999], [-0.019, -0.279, 1.105], [0.596, -1.162, 0.719], [-1.187, 0.492, -0.143], [-0.843, -1.240, -0.729], [-0.688, -0.540, 0.761], [-0.842, -1.270, -0.516], [0.493, -0.801, -1.277], [-0.960, -0.249, -0.301], [0.706, -0.504, 0.247], [0.571, -1.810, 1.122], [-0.609, -1.766, -2.433], [0.057, 0.721, 0.218], [-2.319, -1.905, 1.184], [-0.461, -1.335, 0.096], [-1.019, -1.234, 0.557], [-0.424, 1.108, 0.488], [-0.771, -0.184, -0.368], [-0.204, -0.803, -0.966], [0.834, -0.275, -0.772], [1.048, -0.600, -0.757], [-0.218, -1.855, -0.229], [-1.726, -1.457, 0.261], [1.112, 0.108, -1.025], [-0.259, -0.920, 0.252], [-0.300, -1.207, -1.209], [0.479, -1.222, -1.317], [-1.615, -0.649, -0.100], [-0.706, 0.587, 0.183], [-1.301, 0.801, 0.050], [-0.542, -0.533, -0.787], [1.576, 0.321, 0.120], [0.426, -0.343, 0.022], [-0.356, -0.356, -0.264], [0.201, 0.468, 0.200], [0.405, -0.222, -0.057], [0.816, -0.330, -0.014], [0.211, 0.795, -0.285], [-0.198, 0.454, 0.225], [-0.241, 0.813, -0.094], [0.415, -0.075, -0.635], [-0.821, -0.299, 0.194], [0.701, -0.014, 0.802], [0.298, -0.033, 0.752], [0.132, -0.142, 0.289], [0.231, -0.594, 0.770], [-0.749, -0.006, 1.331], [-0.406, -0.025, 0.280], [-0.154, 0.389, -0.169], [0.088, 0.472, -0.070], [0.667, -0.233, -0.155], [0.737, 0.231, 0.201], [-0.081, -0.197, 0.497], [-0.699, 0.147, 0.478], [0.257, 0.014, 0.785], [-0.101, 0.206, -0.008], [0.133, -0.609, 0.128], [-1.112, 0.906, -0.243], [0.579, -0.255, 0.415], [0.880, 0.698, -0.228], [-0.970, -0.077, -0.344], [-0.408, -0.215, 0.377], [-0.738, 0.413, 0.446], [0.469, 0.385, 0.419], [-0.001, 0.580, -0.333], [-0.004, 0.069, 0.186], [0.374, 0.470, 0.522], [-0.219, 0.638, 0.510], [0.352, 0.338, -0.179], [0.728, 0.424, -0.859], [-0.822, 0.246, 0.137], [0.304, 0.045, 0.142], [0.556, -0.260, -0.203], [-0.170, 0.884, -1.835], [-0.924, 0.457, -0.034], [-0.033, -0.484, 0.296], [-0.432, 0.174, -0.326], [0.726, 0.478, 0.296], [0.245, 0.271, 0.127], [-0.426, 0.401, 0.013], [0.175, 1.268, -0.448], [0.684, -0.338, -0.128], [-0.031, -0.438, 0.206], [-0.643, 0.146, -0.055], [0.403, 0.313, 0.303], [-0.024, 0.619, -0.068], [0.492, 0.247, 0.527], [-0.749, 0.536, 0.616], [-0.734, 0.944, -0.163], [-0.055, -0.487, 0.438], [0.098, 0.094, 0.063], [0.006, 1.262, -0.249], [-0.110, 0.264, -0.202], [0.208, -1.306, -0.296], [-0.367, 0.187, -0.064], [0.411, 0.301, -0.200], [-0.154, 0.388, -0.179], [1.854, 0.619, -1.112], [-0.543, 0.195, -0.035], [-0.085, 0.546, 0.512], [-0.016, 0.468, 0.068], [-0.182, 0.546, 0.699], [-0.248, 0.253, 0.352], [-0.363, 0.179, -0.340], [-0.074, 0.409, 0.541]], "mulliken_charge": [-0.62, -0.71, -0.65, -0.58, -0.72, -0.66, -0.03, 0.05, -0.67, 0.97, 0.26, 0.22, 0.49, 0.21, 0.32, 0.17, 0.19, -0.64, 0.01, -0.43, 0.95, -0.96, -0.84, -0.67, -0.32, -0.38, -0.02, 0.92, -0.80, -0.44, 1.11, 0.07, -0.66, -0.04, -0.89, -1.06, -0.64, -0.68, 0.46, -0.49, -0.61, -0.81, -1.13, -0.04, 0.03, -0.20, -0.31, -0.66, -0.13, -0.26, 0.36, -1.19, 0.33, -0.04, -0.33, 0.30, 0.26, 0.02, 0.01, 0.17, 0.39, -0.10, 0.27, 0.28, 0.35, 0.23, 0.27, -0.43, -0.19, 0.38, 0.31, 0.31, -0.80, 0.10, 0.06, 0.33, 0.03, 0.71, 0.28, 0.11, 0.30, -0.32, 0.40, 0.49, 0.31, -0.34, 0.30, 0.16, 0.29, 0.07, 0.43, 0.33, 0.33, 0.32, 0.16, 0.27, 0.41, 0.29, -0.19, 0.30, 0.32, 0.22, 0.28, -0.14, 0.37, -0.28, 0.41, 0.40, 0.35, 0.35, 0.33, 0.16, 0.28, 0.24, 0.31, 0.58, 0.26, 0.07, 0.20, 0.66, -0.76, 0.34, 0.26]}